C69H132F4N6O19 | ωB97M-V/def2-TZVPD

Geometry as XYZ:
```
230
Properties=species:S:1:pos:R:3
C -27.0303 -0.3386 9.0144
C -26.9749 -0.5419 7.4711
C -25.4638 -0.7800 6.9992
C -25.3893 -1.3597 5.5746
C -26.1820 -2.7030 5.5442
C -27.6568 -2.5168 5.8537
N -27.8714 -1.6870 7.0322
O -29.2397 -1.5254 7.3954
C -28.2878 -1.8337 4.5980
C -28.2678 -3.9256 5.9912
C -27.5322 0.7341 6.7393
H -26.6370 -1.2316 9.5002
H -28.0808 -0.2252 9.2823
H -26.4104 0.4412 9.4568
H -24.8572 0.1254 7.0196
H -25.0008 -1.4819 7.6928
H -24.3080 -1.4129 5.4478
H -25.6936 -0.6103 4.8439
H -25.7361 -3.4167 6.2370
H -26.0244 -3.1609 4.5677
H -27.9923 -0.7864 4.5346
H -28.1378 -2.4015 3.6797
H -29.3586 -1.7571 4.7868
H -29.3480 -3.8169 5.8939
H -28.0623 -4.6247 5.1806
H -28.0959 -4.4260 6.9442
H -28.6189 0.8021 6.7910
H -27.2239 0.8977 5.7067
H -27.1778 1.6784 7.1527
H -29.2940 -2.0454 8.2005
C -21.5286 -0.9568 12.0582
C -21.9259 -0.2276 10.7728
C -21.1516 1.1541 10.8267
C -20.8907 1.8552 9.4537
C -20.1798 0.8885 8.5441
C -20.9295 -0.4627 8.3434
N -21.3536 -1.0043 9.6410
O -21.8828 -2.2673 9.4589
C -22.1921 -0.2762 7.3856
C -19.9279 -1.3568 7.5754
C -23.3947 0.0464 10.7682
H -20.4489 -1.0370 12.1847
H -22.0205 -1.8949 12.3151
H -21.9619 -0.4075 12.8941
H -21.7192 1.8630 11.4295
H -20.1829 0.9882 11.2981
H -20.3687 2.7977 9.6187
H -21.8202 2.2490 9.0426
H -19.1449 0.6883 8.8214
H -20.1368 1.4542 7.6134
H -21.8909 0.2565 6.4836
H -22.6270 -1.2189 7.0535
H -22.9853 0.2980 7.8645
H -20.2663 -2.3298 7.2193
H -19.5852 -0.7342 6.7489
H -19.1826 -1.7820 8.2477
H -23.8865 -0.9142 10.6149
H -23.7016 0.6776 9.9342
H -23.6186 0.5631 11.7014
H -21.2517 -2.7932 9.9557
C -19.7770 -1.9080 2.3542
C -20.2701 -0.5554 2.9400
C -19.1840 0.0945 3.7683
C -18.1337 0.7485 2.8227
C -18.7523 1.8903 2.0391
C -19.9312 1.2962 1.1905
N -20.8468 0.4134 1.9642
O -21.9435 -0.1369 1.2463
C -20.8659 2.4471 0.8258
C -19.3685 0.5237 -0.0623
C -21.4251 -1.0101 3.8323
H -19.4381 -2.6746 3.0510
H -18.9412 -1.6860 1.6907
H -20.4388 -2.3211 1.5929
H -19.5999 0.9208 4.3448
H -18.5944 -0.6234 4.3384
H -17.5486 0.1771 2.1021
H -17.3754 1.2573 3.4178
H -18.0708 2.4213 1.3746
H -19.1554 2.6193 2.7421
H -20.3666 3.2695 0.3135
H -21.6333 2.0254 0.1766
H -21.3765 2.9020 1.6745
H -18.6599 -0.2917 0.0830
H -20.1159 -0.0857 -0.5704
H -18.8635 1.1316 -0.8130
H -21.0606 -1.4913 4.7398
H -22.1622 -1.6767 3.3845
H -21.9903 -0.1257 4.1263
H -22.6446 0.4799 1.4688
C -23.2225 -10.6697 0.5532
C -23.6894 -9.3232 1.0808
C -22.9839 -8.3138 0.1928
C -23.5053 -6.8617 0.3518
C -24.9856 -6.9511 -0.0815
C -25.8247 -7.9304 0.7413
N -25.1604 -9.2438 0.8643
O -25.8349 -10.2288 1.4602
C -26.2827 -7.2164 2.0457
C -27.0880 -8.1761 -0.0716
C -23.2784 -9.1402 2.5146
H -23.5324 -10.7329 -0.4899
H -23.7109 -11.4622 1.1202
H -22.1459 -10.8399 0.5677
H -21.9122 -8.2316 0.3740
H -23.1842 -8.5520 -0.8518
H -23.0333 -6.1558 -0.3316
H -23.4555 -6.4026 1.3392
H -25.0372 -7.2905 -1.1160
H -25.4148 -5.9515 -0.0128
H -26.4732 -6.1491 1.9330
H -27.0487 -7.8735 2.4575
H -25.4901 -7.1144 2.7870
H -26.9453 -8.7886 -0.9618
H -27.7246 -8.8277 0.5270
H -27.5413 -7.2904 -0.5167
H -23.6073 -9.9903 3.1122
H -23.8225 -8.2287 2.7623
H -22.2056 -8.9726 2.6099
H -26.0655 -9.8153 2.2953
C -20.2226 -7.2782 9.8295
C -18.9606 -6.5498 10.4362
C -17.8159 -7.5768 10.3262
C -16.4250 -6.9944 10.5534
C -16.1741 -5.9101 9.5281
C -17.2546 -4.7378 9.5799
N -18.5874 -5.4326 9.6032
O -19.6003 -4.5788 9.4786
C -17.0740 -3.7813 10.7452
C -17.0656 -4.0806 8.2639
C -19.2007 -6.1598 11.9354
H -20.4408 -8.2468 10.2792
H -20.1568 -7.3435 8.7435
H -21.1078 -6.6841 10.0562
H -18.0636 -8.1981 11.1868
H -17.8356 -8.1530 9.4011
H -15.7396 -7.8418 10.5407
H -16.4852 -6.5746 11.5575
H -16.0995 -6.3938 8.5541
H -15.1894 -5.4459 9.5847
H -17.6140 -2.8625 10.5166
H -17.3512 -4.1849 11.7191
H -16.0146 -3.5300 10.7959
H -16.0984 -3.6001 8.1162
H -17.3281 -4.6535 7.3746
H -17.8057 -3.2849 8.1788
H -19.7592 -6.9960 12.3561
H -19.8608 -5.3015 12.0609
H -18.2879 -6.0751 12.5251
H -19.9017 -4.7417 8.5818
C -15.1576 -11.2356 2.1295
C -16.3983 -10.4097 1.9447
C -17.6555 -11.3317 1.9449
C -18.9467 -10.5870 1.9719
C -18.9167 -9.7812 3.2946
C -17.7631 -8.7715 3.3384
N -16.4689 -9.4278 3.0024
O -15.3504 -8.5494 3.0439
C -18.0806 -7.4934 2.5177
C -17.6862 -8.3954 4.8212
C -16.3962 -9.6735 0.5532
H -15.1421 -11.7385 3.0964
H -14.2921 -10.5746 2.1761
H -15.0756 -11.9960 1.3529
H -17.7299 -11.8422 0.9848
H -17.6112 -12.0976 2.7192
H -19.8149 -11.2309 1.8316
H -19.0037 -9.8839 1.1409
H -18.8298 -10.4935 4.1151
H -19.8853 -9.2840 3.3465
H -18.3548 -6.6528 3.1551
H -17.2598 -7.2457 1.8446
H -18.9163 -7.7174 1.8546
H -16.9398 -7.6614 5.1247
H -18.6066 -7.9554 5.2050
H -17.4713 -9.2782 5.4234
H -17.1438 -8.8813 0.5939
H -16.6013 -10.2470 -0.3507
H -15.4751 -9.1260 0.3537
H -15.1489 -8.9089 3.9109
C -19.0510 -4.0466 -0.0762
C -19.0325 -4.9179 -1.3154
O -18.2226 -4.7326 -2.1820
C -19.8050 -6.1685 -1.3352
H -20.0619 -3.8958 0.3025
H -18.6325 -3.0852 -0.3741
H -18.2998 -4.5009 0.5699
H -20.2816 -6.3670 -2.2951
H -20.6480 -6.0420 -0.6559
H -19.2394 -7.0837 -1.1600
C -22.7862 -4.9209 4.6127
C -21.7281 -5.4455 3.6200
O -20.5911 -5.6226 4.4807
C -20.8211 -5.0314 5.6653
O -20.0059 -4.9693 6.5763
O -21.9769 -4.4188 5.6667
F -21.5232 -4.5551 2.6510
H -23.3301 -5.7582 5.0500
H -23.4524 -4.1537 4.2181
H -22.0219 -6.3963 3.1754
C -22.6285 -9.1195 7.8809
C -21.8548 -9.0270 6.5864
O -22.7585 -8.4375 5.6546
C -23.9834 -8.7216 6.1569
O -25.0210 -8.5356 5.5832
O -23.9140 -9.3054 7.3747
F -21.5204 -10.2890 6.3111
H -22.5771 -8.1852 8.4399
H -22.2439 -9.9107 8.5245
H -20.9232 -8.4651 6.6543
C -25.0050 -3.5898 9.8789
C -24.1018 -4.3360 10.8068
O -23.4045 -5.2328 9.9826
C -24.0798 -5.3586 8.8035
O -23.9276 -6.2037 7.9229
O -24.9481 -4.3714 8.7122
F -24.9678 -4.9942 11.6515
H -24.4350 -2.6915 9.6419
H -25.9103 -3.1349 10.2810
H -23.5289 -3.6157 11.3908
C -23.5655 -2.7462 -0.4465
C -25.0132 -2.2199 -0.5932
O -25.6222 -2.5563 0.6566
C -24.7426 -3.4597 1.3182
O -24.9714 -4.1383 2.3151
O -23.4968 -3.3093 0.8286
F -25.7834 -2.8657 -1.4926
H -22.9577 -1.8614 -0.6359
H -23.2622 -3.4518 -1.2199
H -25.1246 -1.1539 -0.7916
```

Values from the calculation:
Spin multiplicity: 2
F_max (hartree/bohr): 0.0958
Kohn-Sham gap (alpha / beta) (eV): 6.644 / 2.629
Net charge: +1

Mulliken atomic charge list, values in e, 6 entries: -1.474 1.551 -0.378 -0.089 -0.777 1.829

C69H149N11O17 | ωB97M-V/def2-TZVPD

Geometry as XYZ:
```
246
Properties=species:S:1:pos:R:3
C 6.4057 2.7235 -0.2055
C 6.0376 2.8851 -1.6520
O 6.5321 2.2011 -2.5278
N 5.0119 3.7361 -1.9207
C 4.5933 4.7247 -0.9477
H 7.2925 2.0294 -0.0766
H 5.5128 2.4344 0.3719
H 6.7183 3.7243 0.1731
H 4.8059 3.8890 -2.8840
H 3.9542 5.4545 -1.4261
H 5.4175 5.3339 -0.5876
H 4.1131 4.3563 -0.0482
C -2.9122 1.4257 3.0411
C -2.1268 1.2426 4.3002
O -2.5829 1.2798 5.4657
N -0.8306 0.8916 4.0958
C 0.1950 0.8755 5.0927
H -3.4895 2.3621 3.0257
H -3.6670 0.6348 2.9399
H -2.2338 1.4369 2.2090
H -0.5012 0.9527 3.1328
H -0.1800 0.3298 5.9953
H 0.4958 1.8851 5.4162
H 1.0606 0.3839 4.7502
C 3.7318 0.5014 5.1054
C 3.3647 1.2147 3.7850
O 3.4600 0.6438 2.6862
N 3.2865 2.5447 3.8717
C 3.0827 3.3987 2.7555
H 3.6140 -0.5686 4.9911
H 3.2067 0.9451 5.9154
H 4.7654 0.7214 5.3547
H 3.2998 2.8758 4.8540
H 2.0005 3.4894 2.5359
H 3.6019 3.0772 1.8760
H 3.3913 4.4354 3.0055
C 4.2965 2.6182 -5.0836
C 3.0079 3.4884 -4.6526
O 3.1527 4.4875 -4.0258
N 1.8126 3.0021 -5.1130
C 0.5994 3.7838 -4.8174
H 4.2047 1.5258 -5.3059
H 5.0929 2.7209 -4.3457
H 4.6329 3.0710 -5.9887
H 1.9266 2.5765 -6.0281
H -0.1202 2.9353 -4.6587
H 0.2819 4.3331 -5.7205
H 0.6634 4.5200 -4.0297
C 1.5604 -2.8856 -6.6508
C 2.5542 -2.9335 -5.4757
O 2.1919 -2.7326 -4.3235
N 3.8955 -3.1450 -5.7287
C 4.5318 -3.7792 -6.9297
H 1.2024 -3.8913 -6.9942
H 2.0861 -2.4323 -7.5020
H 0.7260 -2.2097 -6.4053
H 4.4072 -3.3137 -4.9139
H 4.2357 -4.8765 -7.0834
H 5.6160 -3.7391 -6.9004
H 4.1286 -3.2809 -7.8368
C -0.7219 -5.7828 -1.7460
C -1.2843 -5.0524 -0.5982
O -0.6784 -5.0940 0.4813
N -2.5094 -4.4154 -0.6952
C -3.0415 -3.6489 0.3708
H 0.1574 -5.2354 -2.0553
H -1.4135 -5.8768 -2.6277
H -0.6012 -6.7876 -1.4672
H -2.9118 -4.2594 -1.6296
H -2.6249 -3.8772 1.3282
H -4.0954 -3.7952 0.4119
H -2.8806 -2.6236 0.1784
C -6.5734 1.9603 4.1601
C -6.6809 0.4216 4.1305
C -6.7497 -0.0499 2.6397
C -6.7217 -1.5536 2.5615
C -5.3019 -1.9833 3.0551
C -5.0296 -1.5666 4.5053
N -5.3537 -0.1050 4.5694
O -5.0359 0.3001 5.9239
C -5.8125 -2.4165 5.4940
C -3.5416 -1.8332 4.7220
C -7.8738 -0.0115 4.9170
H -7.3826 2.4081 3.6084
H -5.6211 2.3025 3.6825
H -6.5589 2.3615 5.1577
H -7.5249 0.5377 2.1742
H -5.8164 0.2350 2.1468
H -6.9746 -1.9263 1.5425
H -7.5091 -1.8890 3.1981
H -4.5120 -1.6249 2.3825
H -5.1396 -3.0568 3.0101
H -5.3043 -3.3438 5.7574
H -5.8491 -1.7434 6.3503
H -6.8159 -2.7699 5.1858
H -2.9410 -1.1382 4.1730
H -3.3922 -1.7185 5.8581
H -3.3376 -2.8408 4.5232
H -8.8043 0.3957 4.4989
H -7.7030 0.2635 5.9224
H -7.9336 -1.1118 4.9333
H -4.2210 0.8263 5.8145
C -5.6215 -1.4850 -4.3739
C -5.6457 -0.6477 -3.0583
C -5.3556 -1.5281 -1.8363
C -5.0353 -0.6103 -0.6639
C -3.8517 0.3318 -0.8615
C -4.1055 1.2786 -2.0589
N -4.5244 0.3408 -3.1687
O -4.5844 1.0544 -4.4108
C -5.0754 2.3931 -1.5764
C -2.7597 1.8298 -2.5293
C -7.0228 0.0050 -3.0175
H -6.1691 -0.9117 -5.0903
H -6.1075 -2.4524 -4.2627
H -4.7174 -1.7203 -4.7885
H -6.2522 -2.1014 -1.6052
H -4.5685 -2.2412 -2.1643
H -4.8020 -1.1139 0.2219
H -5.9935 -0.0861 -0.4211
H -3.0319 -0.3477 -0.9114
H -3.7076 0.9194 0.0608
H -6.0185 2.1047 -1.2286
H -4.6711 2.9310 -0.6699
H -5.1735 3.1229 -2.4064
H -2.1829 2.0856 -1.6177
H -2.2174 1.0526 -3.0379
H -2.8633 2.7150 -3.2039
H -7.8549 -0.6675 -3.0928
H -6.9907 0.7575 -3.8062
H -7.1459 0.6361 -2.0873
H -5.2636 1.7008 -4.3262
C 6.8319 -1.6559 -1.6240
C 6.4368 -2.1828 -2.9954
C 7.6479 -2.8769 -3.6967
C 8.1438 -4.0903 -2.9629
C 7.0116 -5.1021 -3.0429
C 5.6899 -4.6028 -2.3907
N 5.3791 -3.2382 -2.9911
O 4.1865 -2.7393 -2.3576
C 4.4467 -5.4463 -2.7928
C 5.9084 -4.6671 -0.8216
C 5.8921 -0.9848 -3.8627
H 7.5891 -0.9157 -1.7532
H 7.2747 -2.3631 -0.9316
H 6.0352 -1.1262 -1.2562
H 7.3652 -3.1307 -4.7404
H 8.3358 -2.0432 -3.8272
H 8.4803 -3.8336 -1.9641
H 9.0472 -4.4883 -3.4006
H 7.3474 -6.0094 -2.5083
H 6.9387 -5.2378 -4.1600
H 4.2771 -5.3441 -3.8665
H 4.6473 -6.5127 -2.5401
H 3.6019 -5.0959 -2.2401
H 5.5366 -3.8043 -0.3304
H 5.4287 -5.5441 -0.4604
H 6.9888 -4.7499 -0.4939
H 5.0607 -0.4410 -3.3812
H 5.6545 -1.2616 -4.8407
H 6.7240 -0.2703 -3.9238
H 3.5027 -2.6307 -3.0975
C 3.0507 1.0024 -0.3445
C 1.5387 1.2945 -0.5484
C 1.0261 0.8999 -1.9436
C 0.9834 -0.6572 -2.0385
C 0.1031 -1.2471 -0.9491
C 0.4970 -0.9262 0.5086
N 0.6491 0.5538 0.4014
O 0.6689 1.1591 1.7103
C -0.7230 -1.2107 1.4364
C 1.7046 -1.7717 0.9498
C 1.2649 2.8128 -0.4312
H 3.3720 1.3560 0.6252
H 3.5896 1.4991 -1.1826
H 3.1790 -0.0540 -0.5603
H 0.0306 1.2647 -2.0874
H 1.7617 1.3434 -2.5961
H 2.0097 -1.0470 -1.9739
H 0.7118 -0.9984 -3.0066
H 0.1147 -2.3523 -1.0705
H -0.9209 -0.8632 -1.1369
H -1.6173 -0.5826 1.1289
H -0.9561 -2.3079 1.3438
H -0.4355 -1.0874 2.4982
H 2.4627 -1.7947 0.0991
H 2.2270 -1.3671 1.8362
H 1.5194 -2.8266 1.1239
H 1.8292 3.1713 0.4219
H 0.2475 3.0442 -0.3035
H 1.6365 3.2985 -1.2990
H 1.4783 0.8893 2.0869
C -1.4287 5.2117 1.1021
C -1.0555 6.1360 2.2835
C -2.0315 7.2957 2.4327
C -1.8469 8.1434 3.6494
C -1.9580 7.2106 4.8581
C -0.8787 6.1538 4.8540
N -1.0708 5.4039 3.5781
O -0.0270 4.4737 3.5764
C 0.5739 6.6256 5.0533
C -1.0964 5.1881 5.9831
C 0.3829 6.5648 1.8739
H -1.2183 5.7010 0.1455
H -2.5033 4.9007 1.2712
H -0.7366 4.2958 1.0682
H -1.8946 7.8854 1.5232
H -3.0704 6.8726 2.4004
H -2.5236 8.9564 3.7717
H -0.8351 8.6374 3.5864
H -2.8615 6.5544 4.8548
H -1.8857 7.7760 5.7549
H 0.7848 7.5374 4.4997
H 0.7703 6.9298 6.1318
H 1.3085 5.8806 4.7493
H -0.2500 4.5423 6.1105
H -1.2349 5.7190 6.9223
H -1.9381 4.5313 5.9131
H 0.4494 7.0890 0.8695
H 0.9939 5.7297 1.9652
H 0.8131 7.2751 2.5903
H -0.3938 3.5659 3.4839
C 2.5271 -3.6130 4.9955
O 3.7645 -4.1892 4.6018
C 3.8456 -4.9540 3.4849
O 4.7503 -5.7318 3.2582
O 2.7175 -4.8571 2.6617
C 2.7896 -5.6140 1.3880
H 2.5213 -2.6410 4.4908
H 2.5196 -3.5940 6.1109
H 1.7113 -4.2264 4.6370
H 3.7027 -5.4907 0.8456
H 2.0934 -5.1408 0.7509
H 2.5742 -6.6417 1.6371
C -1.7459 -2.2042 -3.5022
O -2.2026 -2.7162 -4.6715
C -2.9637 -3.7535 -4.6037
O -3.2201 -4.3736 -3.6335
O -3.4430 -4.0193 -5.8121
C -4.3261 -5.1590 -5.9170
H -0.9643 -1.5067 -3.6319
H -1.3049 -3.0453 -2.9543
H -2.6156 -1.7080 -3.0557
H -3.9288 -6.0600 -5.4770
H -4.4512 -5.2611 -6.9574
H -5.2823 -4.9342 -5.4586
```

Values from the calculation:
F_max (hartree/bohr): 0.0808
Kohn-Sham gap (eV): 8.432

Mulliken atomic charge list, values in e, 6 entries: -0.904 0.709 -0.648 0.204 -1.259 0.270

Look up the F_max of the first one. 0.0958 hartree/bohr

Which of these has the lowest F_max? C69H149N11O17